# C13H7BrCl5CrNO3

A molecular structure, C13H7BrCl5CrNO3 at a distorted geometry (ωB97M-V/def2-TZVPD, OMol25).

```
31
Properties=species:S:1:pos:R:3:forces:R:3
Cr 0.103 -0.288 0.120 0.11 1.00 0.29
Cl 1.886 0.574 3.464 -0.10 -0.08 -0.05
C 0.469 -0.438 3.336 0.09 0.02 0.19
C -0.036 -0.750 2.091 -0.04 0.03 -0.07
C -1.160 -1.535 2.079 0.11 0.07 -0.21
Cl -1.735 -1.812 0.410 -0.31 -0.24 0.06
C -1.823 -2.036 3.175 -0.17 -0.13 -0.07
Cl -3.226 -2.995 2.991 0.01 0.00 0.06
C -1.283 -1.712 4.419 0.02 0.01 0.06
Cl -2.035 -2.295 5.835 0.00 0.00 0.03
C -0.136 -0.910 4.502 0.07 0.05 0.01
Cl 0.509 -0.507 6.032 0.01 -0.01 0.05
Br 1.422 -2.356 -1.790 0.09 -0.10 -0.16
C 0.533 -0.982 -2.736 0.01 -0.01 0.28
C 0.425 -0.867 -4.100 -0.06 0.10 -0.21
C -0.293 0.231 -4.575 0.03 -0.05 -0.07
C -0.866 1.152 -3.703 -0.07 0.10 -0.12
C -0.700 0.944 -2.355 0.05 -0.11 0.26
N -0.008 -0.105 -1.909 0.10 -0.21 -0.16
C -1.221 1.799 -1.214 0.10 -0.16 0.10
O -1.829 2.805 -1.420 -0.09 0.15 0.06
O -0.902 1.303 -0.017 0.11 -0.27 -0.28
H 0.872 -1.592 -4.763 -0.01 0.01 -0.01
H -0.404 0.361 -5.644 0.00 0.01 0.02
H -1.431 2.010 -4.043 0.02 -0.03 -0.03
C 2.183 1.929 -0.324 -0.06 -0.05 0.11
O 1.841 0.678 0.333 -0.07 -0.10 -0.14
H 3.257 2.066 -0.266 0.06 0.00 0.02
H 1.653 2.752 0.148 -0.04 0.02 0.03
H 1.883 1.844 -1.362 -0.01 -0.05 -0.07
H 2.051 0.731 1.287 0.05 0.04 0.01
```
Positions in Å, forces in eV/Å.

Summary:
Maximum force, hartree/bohr: 0.02030
2S+1: 4
Energy above the lowest of the compared OMol25 structures with the same formula, charge and spin, eV: 0.0000
Charge: +1
Kohn-Sham gap (alpha / beta), hartree: 0.2860 / 0.2971
LUMO (alpha / beta), eV: -4.51 / -4.28
<S²>: 3.790

Results of the Mulliken charge analysis, in e, for atoms 1 through 2: atom 1 (Cr): 0.0149, atom 2 (Cl): -0.3037